Entry 1:
A structure of composition C35H31CrO4Si in a non-equilibrium geometry, computed with ωB97M-V with the def2-TZVPD basis set.

## Properties
net charge: +2
expectation value of S²: 3.802
2S+1: 4
E: -81266.49525 eV

```
72
Properties=species:S:1:pos:R:3:forces:R:3:lowdin_spin:R:1
C -3.84205 -3.34183 2.67910 -0.155 0.240 0.110 0.001
Si -2.15176 -3.77866 2.04350 0.103 -1.283 0.056 0.012
C -0.76170 -3.76434 3.26696 0.264 0.338 0.521 0.013
C -2.06823 -5.50822 1.25192 -0.131 0.422 -0.335 -0.001
C -1.74848 -2.46136 0.65976 -0.230 -3.510 -1.024 0.261
C -1.69027 -1.09206 0.69601 -1.627 0.949 -0.392 0.396
O -1.80336 -3.23557 -0.48004 0.530 1.501 0.824 0.209
C -1.31273 -2.67304 -1.66780 -0.402 0.456 0.019 0.013
C 0.04419 -2.44293 -1.77147 0.132 0.507 -0.066 0.014
C 0.49491 -1.69166 -2.85475 -0.512 -0.167 -0.242 0.000
C -0.42633 -1.19722 -3.78693 0.280 0.233 -0.104 0.012
C -1.80054 -1.41014 -3.62908 -0.038 -0.596 0.076 0.003
C -2.25210 -2.24623 -2.59859 0.345 0.611 -0.228 0.010
H -4.39454 -4.21963 3.03925 0.218 0.156 -0.100 0.000
H -3.76852 -2.63263 3.51119 -0.079 -0.048 -0.092 0.000
H -4.44026 -2.87025 1.88994 0.013 -0.124 0.142 0.000
H -0.58022 -4.78552 3.63668 -0.111 0.308 -0.132 0.002
H 0.17132 -3.40473 2.80864 -0.164 -0.087 0.147 0.001
H -0.99042 -3.12774 4.13150 0.184 -0.099 -0.131 0.000
H -2.26744 -6.29960 1.99476 0.016 0.449 -0.121 0.000
H -2.79274 -5.62638 0.43162 0.229 -0.033 0.254 0.000
H -1.06136 -5.69865 0.84166 -0.340 0.108 0.132 0.000
H -1.93747 -0.46919 -0.19682 0.141 -0.730 0.790 0.018
H -1.87917 -0.70135 1.69690 -0.247 -0.041 -0.467 0.010
H 0.71364 -2.77943 -0.98502 -0.057 -0.025 -0.130 0.000
H 1.55451 -1.46120 -2.93122 -0.166 -0.246 -0.115 0.000
H -0.06887 -0.64418 -4.66839 -0.213 -0.137 0.543 0.000
H -2.52922 -0.94112 -4.29819 0.382 -0.363 0.103 0.000
H -3.30122 -2.49988 -2.47702 0.144 0.156 0.063 0.000
O 5.56241 4.72972 -2.31890 -3.250 -2.244 -1.017 0.051
C 4.62545 4.07936 -2.53273 3.724 2.701 1.154 0.033
Cr 3.05765 2.94958 -2.56237 2.500 0.344 0.685 0.852
C 2.98439 3.10181 -0.67972 -0.077 -0.821 4.654 -0.003
O 2.98482 2.96593 0.48166 -0.078 0.812 -4.127 0.001
C 4.17345 1.50128 -2.03067 2.419 -2.694 1.702 0.004
O 4.86933 0.67561 -1.59812 -2.293 2.514 -1.549 0.011
C 2.46453 3.70010 -4.50721 -0.100 0.494 -0.125 0.012
C 1.61999 4.23698 -3.51889 -0.870 0.445 -0.570 0.038
C 0.96830 3.39683 -2.62220 -1.078 0.628 0.724 0.005
C 1.17505 1.99956 -2.62315 0.114 -1.698 1.084 0.013
C 0.80910 1.19903 -1.43136 -0.990 -0.318 0.550 0.108
C 0.43651 0.72243 -0.35472 -0.052 1.128 -1.775 0.010
C -0.24121 0.53712 0.90656 3.262 2.547 0.968 0.335
C 0.54044 -0.07697 1.99950 -0.942 -0.370 -0.495 0.082
C 1.75453 -0.72368 1.72159 0.904 -0.328 0.790 0.085
C 2.51679 -1.30177 2.74901 -0.777 0.006 -0.830 -0.002
C 2.00576 -1.34899 4.05582 -0.030 0.063 -0.448 0.131
C 0.83649 -0.64857 4.36647 -0.628 -0.002 -0.661 -0.002
C 0.07908 -0.06753 3.33921 0.231 -0.098 0.994 0.090
C -0.97630 1.82029 1.23004 -0.734 0.720 -0.759 0.012
C -1.83619 2.37549 0.24133 -0.137 0.048 0.193 0.028
C -2.47694 3.61438 0.42893 0.196 -0.481 -0.182 -0.003
C -2.20609 4.38773 1.56309 -0.144 -0.598 -0.218 0.036
C -1.37620 3.86348 2.54244 0.033 -0.429 -0.248 -0.003
C -0.75941 2.62221 2.37308 -0.056 -0.246 0.003 0.042
C 1.98621 1.47015 -3.65481 -0.791 -0.574 -0.571 0.017
C 2.61482 2.31203 -4.58740 0.026 -0.810 -0.789 0.027
H 2.98033 4.37247 -5.19323 -0.027 -0.290 0.224 0.000
H 1.51621 5.31152 -3.42751 -0.103 -0.087 -0.010 0.003
H 0.31447 3.79602 -1.84396 0.336 0.077 -0.181 -0.001
H 2.11702 -0.71513 0.69974 0.097 -0.086 0.078 0.004
H 3.45806 -1.77790 2.48473 -0.180 0.017 0.203 -0.002
H 2.45658 -2.00430 4.79198 0.250 0.378 0.089 0.006
H 0.47417 -0.62754 5.39563 0.036 -0.020 -0.355 -0.002
H -0.85749 0.43251 3.60977 0.330 -0.359 -0.218 0.003
H -1.97578 1.83175 -0.70984 -0.121 0.275 0.601 0.001
H -3.22655 3.95883 -0.29407 0.539 -0.099 0.159 -0.001
H -2.65741 5.36260 1.68051 -0.099 -0.034 0.063 0.002
H -1.23192 4.38458 3.47678 0.207 0.186 -0.047 -0.001
H -0.07831 2.31224 3.15712 -0.043 -0.029 -0.172 0.003
H 2.13128 0.39538 -3.69372 0.180 0.236 -0.020 0.000
H 3.27700 1.87811 -5.34448 -0.293 0.156 0.351 0.002
```
Forces are in eV/Å.



Entry 2:
A structure of composition C35H31N5O2P2RuS in a non-equilibrium geometry, computed with ωB97M-V with the def2-TZVPD basis set.

## Properties
net charge: +2
relative energy (zero: lowest compared OMol25 entry of this formula, charge and spin): 66.75 kJ/mol
expectation value of S²: 6.038
2S+1: 5

```
77
Properties=species:S:1:pos:R:3:forces:R:3:lowdin_spin:R:1
Ru 0.45943 0.01448 0.95289 0.609 -1.996 0.411 2.504
N -0.57157 2.60908 0.12519 0.207 -0.221 0.259 0.018
P 1.04403 2.13668 0.12649 -0.543 0.761 -0.932 0.055
C 2.05123 3.51318 0.67949 -0.084 -0.584 0.109 0.000
C 2.99493 4.08788 -0.17201 -0.148 -0.132 0.000 0.001
C 3.73483 5.16428 0.28069 0.075 0.094 -0.022 0.000
C 3.55123 5.65078 1.56749 -0.081 -0.113 -0.046 0.001
C 2.61393 5.06828 2.41229 -0.049 0.005 0.070 0.000
C 1.86673 3.99248 1.97589 -0.018 -0.079 -0.088 0.001
C 1.65113 1.60248 -1.49861 0.159 -0.057 0.527 0.033
C 1.05583 1.86068 -2.72971 0.031 0.120 0.227 0.016
C 1.60753 1.30398 -3.87191 -0.037 -0.019 -0.038 0.003
C 2.72233 0.48058 -3.78541 -0.060 0.003 0.052 0.021
C 3.33373 0.24658 -2.56091 0.016 -0.069 -0.069 -0.002
C 2.80153 0.80498 -1.41741 -0.027 0.251 0.029 0.022
P -1.49347 1.13348 0.35419 -0.414 1.926 -0.412 0.057
C -2.22377 1.00628 -1.29131 0.245 -0.533 0.299 0.008
C -1.60297 0.14328 -2.19251 -0.023 -0.020 0.182 0.005
C -2.02537 0.11528 -3.50881 0.018 0.015 -0.013 0.000
C -3.06657 0.94008 -3.91161 -0.036 0.019 -0.017 0.000
C -3.69257 1.78938 -3.01041 0.022 0.078 0.045 0.001
C -3.26087 1.84218 -1.69481 0.048 -0.091 0.161 0.001
C -2.72017 1.59638 1.58939 0.185 -0.409 -0.035 0.005
C -2.30527 2.34468 2.69059 0.002 0.057 -0.183 0.001
C -3.23157 2.70468 3.65219 0.029 -0.011 0.078 0.001
C -4.55167 2.29258 3.53749 0.084 -0.014 0.005 0.000
C -4.94887 1.50338 2.47079 -0.062 -0.035 0.001 0.000
C -4.03537 1.14518 1.49629 0.163 0.133 -0.058 0.000
H -0.93187 3.50458 -0.19751 0.103 -0.137 0.008 0.001
H 3.13483 3.70588 -1.17411 0.043 0.012 -0.009 0.000
H 4.45653 5.62368 -0.37741 0.069 0.044 -0.016 0.000
H 4.14403 6.48128 1.91809 0.036 0.091 0.015 0.000
H 2.46683 5.44958 3.40979 0.036 0.050 0.119 0.000
H 1.14833 3.50568 2.62349 -0.015 0.101 0.121 0.000
H 0.18913 2.50398 -2.78721 -0.118 -0.009 -0.066 0.001
H 1.16713 1.50908 -4.83601 -0.061 0.015 -0.064 0.000
H 3.11863 0.01708 -4.67541 0.066 0.029 -0.113 0.001
H 4.21673 -0.37092 -2.50591 0.093 -0.043 0.014 -0.001
H 3.28933 0.68138 -0.45571 0.028 -0.170 -0.064 0.000
H -0.79257 -0.49882 -1.84401 -0.109 0.031 -0.203 0.004
H -1.54737 -0.54222 -4.21781 0.048 -0.069 -0.084 0.000
H -3.39247 0.92828 -4.93851 -0.069 -0.056 -0.149 0.000
H -4.51647 2.41428 -3.32461 0.014 0.033 -0.065 0.000
H -3.72387 2.51918 -0.98831 -0.079 0.010 -0.011 0.000
H -1.26817 2.65008 2.77959 -0.085 0.057 0.023 0.001
H -2.92907 3.29698 4.50099 0.063 0.074 0.074 0.000
H -5.26997 2.57848 4.28939 -0.068 0.027 0.087 0.000
H -5.97027 1.16458 2.40519 -0.121 -0.024 -0.052 0.000
H -4.34137 0.53988 0.65729 -0.092 -0.077 -0.079 0.000
O 2.32363 -0.28182 1.67469 -0.939 1.075 -0.532 0.137
N 2.84483 -1.42162 1.50329 1.236 -1.817 0.246 -0.025
N 2.29053 -2.23032 0.69189 -0.357 1.647 0.569 0.054
O 1.22143 -1.91762 0.01359 -0.566 1.153 0.293 0.213
C 2.88853 -3.48542 0.49189 0.694 -1.572 -0.280 0.003
C 4.15573 -3.74282 1.02559 -0.310 0.202 -0.113 0.011
C 4.70933 -4.99352 0.84539 -0.117 -0.143 -0.132 -0.001
C 4.00753 -5.97622 0.15469 -0.067 0.112 -0.031 0.013
C 2.75833 -5.70712 -0.38981 0.265 0.006 0.188 0.000
C 2.19263 -4.45812 -0.22961 -0.105 0.512 0.268 0.011
H 4.67473 -2.96572 1.56409 0.092 -0.048 0.020 0.001
H 5.69303 -5.21182 1.23279 0.026 0.028 0.083 0.000
H 4.43723 -6.95632 0.04069 0.101 -0.163 -0.049 0.001
H 2.22383 -6.47552 -0.92331 -0.062 -0.075 -0.086 0.000
H 1.21243 -4.23282 -0.62321 0.018 0.013 -0.041 0.001
C -2.55207 -5.42682 1.09239 -0.018 -0.270 0.065 -0.001
C -2.47797 -3.95252 0.95639 -0.186 0.301 -0.398 0.003
C -3.20387 -3.25442 -0.02521 0.208 0.188 0.191 0.071
C -2.93347 -1.90872 -0.16621 -0.245 -0.432 -0.356 -0.001
N -2.09137 -1.26012 0.63539 0.069 0.242 0.179 0.116
C -1.52267 -1.97742 1.61809 -0.537 -0.290 -0.389 0.051
S -0.53837 -1.14842 2.78749 0.446 0.529 -0.344 0.540
N -1.67547 -3.27842 1.76349 0.452 -0.312 0.730 0.043
H -3.58497 -5.74492 1.23479 -0.033 -0.021 -0.027 -0.001
H -1.95187 -5.77592 1.92799 -0.006 0.081 0.015 0.000
H -2.18907 -5.90072 0.17739 -0.052 0.012 -0.003 -0.001
H -3.92827 -3.75072 -0.65181 -0.014 -0.014 -0.090 0.004
H -3.39097 -1.31942 -0.95021 -0.088 -0.012 -0.003 0.000
```
Forces are in eV/Å.



Entry 3:
A structure of composition C35H31N5S5Ti, computed with ωB97M-V with the def2-TZVPD basis set.

## Properties
relative energy (zero: lowest compared OMol25 entry of this formula, charge and spin): 0.00 kJ/mol

```
77
Properties=species:S:1:pos:R:3:forces:R:3:mulliken_charge:R:1
Ti -0.50859 -0.81815 0.77987 -0.283 -0.205 0.027 0.509
S -0.57309 2.99201 -1.33734 0.002 -0.035 -0.007 -0.439
C -0.56563 3.67737 0.26481 -0.075 0.011 -0.032 0.470
C -0.05127 4.97546 0.44832 0.047 0.012 -0.010 -0.737
C -0.00345 5.58874 1.68214 0.009 0.004 -0.018 -0.492
C -0.48756 4.94302 2.81672 -0.016 -0.014 0.022 -0.763
C -1.02847 3.68180 2.67472 0.004 0.015 0.022 -0.618
C -1.07386 3.06087 1.42520 0.069 -0.067 -0.016 0.296
S -1.76385 1.42884 1.44919 0.019 0.016 0.022 0.298
C -3.14950 1.53075 0.28658 0.025 0.040 -0.004 -1.044
C -3.45148 0.15393 -0.21797 -0.017 0.033 -0.069 0.425
C -4.43145 -0.12306 -1.15788 0.023 -0.007 -0.012 -0.817
C -4.46549 -1.39401 -1.72009 -0.006 -0.005 0.001 -0.322
C -3.54256 -2.36089 -1.35079 0.011 0.006 -0.039 -1.175
C -2.62483 -2.04441 -0.35578 0.066 0.133 0.041 0.565
C -1.45187 -2.76382 0.16447 -0.057 0.055 -0.044 -1.081
S 1.18770 -2.45009 0.81259 0.002 -0.040 -0.085 -0.633
C 2.66613 -1.75254 1.46369 0.083 0.048 0.046 0.625
C 3.84618 -2.49283 1.51147 -0.018 -0.009 -0.011 -0.765
C 5.00503 -1.93235 2.02361 0.004 0.002 0.001 -0.620
C 4.99271 -0.62615 2.50111 -0.009 0.003 0.000 -0.635
C 3.82233 0.11529 2.46224 0.007 -0.004 0.000 -0.876
C 2.65500 -0.44230 1.94143 -0.002 -0.047 -0.018 0.184
S 1.17674 0.49867 1.83338 0.021 0.131 0.063 -0.365
N -2.63278 -0.81366 0.18966 0.069 -0.100 0.132 0.783
H 0.33081 5.48309 -0.42786 -0.001 0.003 0.006 0.414
H 0.41788 6.58336 1.76451 0.000 0.003 -0.001 0.374
H -0.44965 5.41730 3.78798 0.001 -0.001 0.002 0.376
H -1.42261 3.15396 3.53412 -0.003 0.001 0.003 0.431
H -2.80276 2.14957 -0.55128 -0.046 -0.016 0.011 0.318
H -4.00584 2.00184 0.76900 -0.005 -0.026 0.007 0.603
H -5.11256 0.65131 -1.48226 0.003 0.006 0.006 0.528
H -5.20823 -1.62015 -2.47543 0.001 -0.002 -0.001 0.425
H -3.52970 -3.33846 -1.81303 0.003 0.000 0.003 0.573
H -0.99730 -3.46149 -0.53596 -0.012 -0.007 0.004 0.432
H -1.65237 -3.26819 1.10970 0.019 0.040 0.020 0.494
H 3.84630 -3.50835 1.13470 0.002 -0.002 0.000 0.460
H 5.91844 -2.51264 2.04971 0.000 -0.002 -0.001 0.378
H 5.89629 -0.18512 2.90242 -0.002 0.004 0.001 0.374
H 3.80296 1.13495 2.82684 -0.002 0.001 0.000 0.464
N 0.14426 -2.46930 6.00353 0.009 -0.018 0.011 -0.435
C -0.80594 -2.11638 5.09012 -0.086 -0.006 0.034 0.300
C -0.43226 -1.72447 3.79116 0.036 -0.003 -0.019 0.165
N -1.33653 -1.41218 2.88267 0.133 -0.008 0.095 0.575
C -2.62784 -1.49053 3.23979 -0.088 0.047 -0.093 -0.303
C -2.97756 -1.87268 4.51457 0.004 -0.014 0.054 -0.571
N -2.08144 -2.18358 5.45112 0.048 0.015 -0.060 -0.657
H 1.09658 -2.19243 5.84247 -0.002 0.007 0.005 0.230
H -0.15827 -2.53726 6.96001 0.004 0.002 0.001 0.268
H 0.60961 -1.66417 3.50692 -0.003 0.009 -0.011 -0.182
H -3.36677 -1.23386 2.49547 0.002 -0.004 0.020 0.327
H -4.02026 -1.92684 4.80205 -0.004 0.000 -0.005 0.373
N -0.24787 -0.15216 -1.07723 -0.080 0.003 -0.271 1.085
S 0.24793 -0.98927 -2.33915 0.127 0.002 0.077 0.011
C 2.00608 -0.69772 -2.51363 -0.008 0.027 0.056 0.430
C 2.65791 0.04591 -1.54694 0.002 0.011 -0.015 -0.229
C 4.03632 0.19213 -1.63883 0.001 -0.011 -0.024 -0.691
C 4.73075 -0.39441 -2.68575 -0.006 0.007 0.016 -0.565
C 4.05637 -1.13455 -3.65144 -0.005 0.000 -0.001 -0.668
C 2.68414 -1.29871 -3.56479 0.016 -0.009 0.002 -0.455
C -0.38247 -0.10908 -3.75104 0.012 -0.013 0.025 0.648
C -1.44772 -0.68796 -4.42372 -0.014 0.002 -0.019 -0.432
C -2.03698 0.00360 -5.47228 0.005 0.005 -0.005 -0.697
C -1.56147 1.25917 -5.82290 0.008 0.000 0.012 -0.462
C -0.49694 1.82930 -5.13449 -0.011 -0.006 -0.007 -0.720
C 0.10643 1.14335 -4.09437 -0.013 0.039 0.003 -0.501
H -0.26583 0.89361 -1.20761 -0.021 -0.052 0.073 -0.609
H 2.10043 0.49432 -0.73337 0.004 -0.002 -0.002 0.477
H 4.55968 0.75888 -0.87990 0.005 -0.002 -0.004 0.459
H 5.80502 -0.28074 -2.75061 0.001 -0.001 -0.001 0.395
H 4.60193 -1.59195 -4.46619 0.003 0.000 0.000 0.394
H 2.15010 -1.88301 -4.30514 0.001 -0.004 -0.001 0.437
H -1.81365 -1.66229 -4.12302 0.001 -0.001 -0.002 0.435
H -2.86627 -0.43605 -6.01049 0.000 0.002 -0.002 0.416
H -2.02589 1.80212 -6.63570 -0.004 -0.002 -0.001 0.399
H -0.14214 2.81674 -5.39625 -0.003 0.001 -0.007 0.420
H 0.92278 1.58900 -3.53958 -0.009 -0.002 -0.004 0.516
```
Forces are in eV/Å.



- Number 2 is which compound?
  C35H31N5O2P2RuS